No. 1
110
Properties=species:S:1:pos:R:3 method="wB97M-V/def2-TZVPD" spin_multiplicity=6 e_above_lowest_kcal_mol=5.2 orbital_gap_ev="3.9 / 6.1" lumo_ev="3.99 / 3.99" charge=-2 homo_energy_ha="0.002 / -0.076"
Ru -0.91 -0.28 0.01
C 1.71 -0.93 -4.55
O 2.78 -1.47 -3.77
C 3.19 -0.67 -2.72
C 4.46 -0.12 -2.83
C 4.95 0.63 -1.74
C 4.16 0.87 -0.65
C 2.81 0.39 -0.55
C 2.08 0.87 0.55
N 0.78 0.77 0.85
N 0.50 1.36 2.09
C -0.78 1.51 2.29
O -1.75 1.23 1.49
C -1.16 2.09 3.62
C -2.45 2.57 3.79
C -2.86 3.09 5.01
C -1.98 3.12 6.09
C -0.69 2.63 5.92
C -0.28 2.12 4.70
C 2.39 -0.49 -1.60
O 1.15 -1.13 -1.56
H 1.91 -1.18 -5.59
H 1.68 0.16 -4.45
H 0.76 -1.34 -4.25
H 5.04 -0.31 -3.72
H 5.96 1.03 -1.77
H 4.54 1.48 0.16
H 2.65 1.43 1.29
H -3.13 2.52 2.95
H -3.87 3.47 5.13
H -2.30 3.51 7.04
H 0.00 2.64 6.76
H 0.72 1.72 4.56
O -2.76 -2.04 -0.28
C -2.67 -0.94 -0.84
C -3.48 -0.28 -1.78
C -4.73 -0.78 -2.27
C -5.46 -0.04 -3.15
C -5.02 1.23 -3.60
C -3.79 1.72 -3.15
C -3.01 0.98 -2.27
P -1.43 1.40 -1.54
C -0.30 1.85 -2.92
C -0.70 1.87 -4.26
C 0.19 2.24 -5.26
C 1.50 2.57 -4.94
C 1.92 2.51 -3.62
C 1.03 2.15 -2.63
C -1.68 3.02 -0.71
C -0.60 3.67 -0.11
C -0.79 4.84 0.60
C -2.07 5.38 0.73
C -3.15 4.73 0.15
C -2.95 3.55 -0.57
H -5.08 -1.74 -1.91
H -6.41 -0.42 -3.51
H -5.62 1.82 -4.29
H -3.45 2.69 -3.48
H -1.71 1.59 -4.52
H -0.15 2.26 -6.29
H 2.19 2.84 -5.73
H 2.96 2.70 -3.37
H 1.39 2.06 -1.61
H 0.39 3.23 -0.14
H 0.05 5.31 1.09
H -2.22 6.28 1.31
H -4.15 5.13 0.26
H -3.80 3.04 -0.99
Cl -3.31 -3.48 7.78
C -2.62 -3.21 6.19
C -2.15 -4.29 5.47
C -1.59 -4.07 4.21
C -1.52 -2.79 3.69
C -2.01 -1.72 4.43
C -2.55 -1.92 5.69
C -0.90 -2.55 2.31
O -0.37 -3.51 1.74
O -0.99 -1.35 1.93
H -2.21 -5.29 5.89
H -1.20 -4.89 3.62
H -1.96 -0.72 4.00
H -2.92 -1.09 6.27
C 3.28 -2.44 1.17
Si 2.69 -3.31 -0.37
C 2.25 -5.06 0.18
C 4.10 -3.52 -1.60
C 1.09 -2.50 -1.02
Si -0.03 -3.53 -2.18
C 0.98 -4.35 -3.54
C -0.97 -4.84 -1.24
C -1.33 -2.42 -2.97
H 4.16 -2.96 1.57
H 2.48 -2.48 1.92
H 3.53 -1.40 0.99
H 3.10 -5.45 0.74
H 2.08 -5.73 -0.67
H 1.37 -5.06 0.83
H 5.04 -3.58 -1.04
H 4.20 -2.71 -2.32
H 3.98 -4.45 -2.15
H 0.52 -2.44 -0.08
H 1.60 -5.15 -3.14
H 1.63 -3.63 -4.04
H 0.31 -4.79 -4.28
H -0.37 -5.73 -1.03
H -1.83 -5.15 -1.84
H -1.32 -4.44 -0.29
H -1.14 -1.36 -2.79
H -2.31 -2.65 -2.54
H -1.37 -2.59 -4.05


No. 2
81
Properties=species:S:1:pos:R:3 method="wB97M-V/def2-TZVPD" e_above_lowest_kcal_mol=0.0 orbital_gap_ev=8.0 lumo_ev=-2.71 charge=+1 homo_energy_ha=-0.395
Tl 0.84 0.08 0.00
N 2.63 1.48 -1.05
C 3.46 2.31 -0.17
C 3.15 2.06 1.31
N 1.72 1.91 1.51
C 0.96 3.16 1.47
C -0.47 2.95 0.95
N -0.86 1.54 1.08
H 2.19 2.03 -1.77
H 3.14 0.75 -1.54
H 4.52 2.10 -0.34
H 3.32 3.36 -0.43
H 3.63 1.15 1.65
H 3.56 2.89 1.90
H 1.52 1.42 2.39
H 0.95 3.62 2.46
H 1.48 3.86 0.81
H -1.16 3.61 1.48
H -0.53 3.21 -0.11
H -0.82 1.27 2.06
H -1.80 1.38 0.74
N 1.82 -3.77 1.83
C 1.51 -2.46 2.04
S 2.56 -1.31 1.20
N 0.52 -2.21 2.83
N 0.27 -0.87 3.08
C -0.35 -0.73 4.19
C -0.75 0.57 4.75
C -1.36 0.58 6.00
C -1.74 1.79 6.56
C -1.51 2.95 5.84
C -0.91 2.85 4.60
N -0.53 1.69 4.05
H 2.70 -3.98 1.40
H 1.44 -4.44 2.48
H -0.58 -1.61 4.78
H -1.52 -0.35 6.53
H -2.21 1.83 7.53
H -1.79 3.92 6.23
H -0.72 3.74 4.01
C 3.48 -1.83 -2.51
O 2.28 -1.11 -2.25
Si 0.78 -1.64 -2.78
C 0.74 -1.30 -4.62
C 0.76 -3.50 -2.64
C -0.46 -0.72 -1.69
Si -1.80 -1.84 -0.90
C -1.18 -3.49 -0.25
C -3.15 -2.22 -2.14
C -2.62 -1.07 0.61
Si -1.28 0.71 -2.65
C -0.01 2.02 -3.12
C -2.12 0.16 -4.24
C -2.64 1.63 -1.73
H 3.77 -1.74 -3.56
H 3.38 -2.88 -2.25
H 4.27 -1.41 -1.88
H 1.61 -1.81 -5.04
H 0.82 -0.24 -4.88
H -0.14 -1.71 -5.11
H 1.50 -3.91 -3.33
H -0.21 -3.91 -2.93
H 0.99 -3.86 -1.63
H -1.16 -4.27 -1.01
H -1.90 -3.80 0.51
H -0.21 -3.45 0.23
H -2.76 -2.71 -3.04
H -3.71 -1.34 -2.46
H -3.86 -2.91 -1.68
H -1.92 -0.98 1.45
H -3.39 -1.78 0.93
H -3.12 -0.12 0.44
H 0.88 1.59 -3.58
H 0.29 2.63 -2.26
H -0.45 2.71 -3.85
H -1.51 0.35 -5.12
H -3.04 0.75 -4.35
H -2.41 -0.89 -4.25
H -2.33 2.20 -0.86
H -3.48 0.99 -1.45
H -3.03 2.37 -2.44


No. 3
13
Properties=species:S:1:pos:R:3 method="wB97M-V/def2-TZVPD" e_above_lowest_kcal_mol=152.2 orbital_gap_ev=8.2 lumo_ev=-1.09 homo_energy_ha=-0.340
C 1.81 -0.59 -0.15
C 0.39 -0.06 -0.39
C -2.23 0.68 -0.05
H 2.42 1.32 -0.02
H 2.26 -0.95 -1.17
H 1.78 -1.38 0.64
H -3.26 0.96 -0.25
H -2.26 -1.09 1.96
N -0.03 1.12 -0.30
N -1.29 1.47 -0.57
N -1.70 -0.53 0.66
O 2.83 0.42 0.20
S -0.74 -1.38 -0.57


No. 4
174
Properties=species:S:1:pos:R:3 method="wB97M-V/def2-TZVPD" spin_multiplicity=3 e_above_lowest_kcal_mol=20.7 orbital_gap_ev="5.2 / 5.4" lumo_ev="-8.95 / -8.93" charge=+3 homo_energy_ha="-0.519 / -0.525"
Mo 0.72 0.28 -0.10
C -1.92 -3.57 -0.73
C -0.64 -3.82 -1.53
As -0.16 -2.34 -2.73
C -1.86 -2.08 -3.65
C -2.24 -0.82 -4.10
C -3.48 -0.63 -4.70
C -4.35 -1.70 -4.86
C -3.96 -2.97 -4.46
C -2.71 -3.16 -3.87
C 0.69 -3.41 -4.13
C 0.41 -3.13 -5.48
C 0.98 -3.92 -6.48
C 1.83 -4.97 -6.15
C 2.11 -5.24 -4.81
C 1.55 -4.45 -3.81
As -1.77 -2.41 0.88
C -3.67 -1.91 0.84
C -4.55 -2.27 1.85
C -5.92 -2.09 1.69
C -6.41 -1.51 0.53
C -5.53 -1.09 -0.46
C -4.17 -1.30 -0.31
C -1.85 -3.90 2.16
C -0.95 -4.04 3.21
C -1.02 -5.13 4.07
C -1.99 -6.10 3.89
C -2.91 -5.96 2.85
C -2.84 -4.88 1.99
H -2.28 -4.52 -0.36
H -2.69 -3.15 -1.36
H -0.74 -4.71 -2.15
H 0.20 -4.00 -0.86
H -1.58 0.02 -3.97
H -3.78 0.36 -5.04
H -5.33 -1.54 -5.30
H -4.62 -3.82 -4.60
H -2.41 -4.17 -3.60
H -0.26 -2.33 -5.74
H 0.74 -3.72 -7.51
H 2.26 -5.58 -6.93
H 2.76 -6.06 -4.55
H 1.78 -4.67 -2.78
H -4.18 -2.72 2.77
H -6.60 -2.42 2.46
H -7.48 -1.37 0.41
H -5.91 -0.62 -1.36
H -3.50 -0.99 -1.11
H -0.18 -3.30 3.37
H -0.30 -5.22 4.88
H -2.05 -6.95 4.56
H -3.68 -6.71 2.71
H -3.57 -4.79 1.21
C 3.51 -2.26 -1.08
As 2.30 -1.78 0.36
C 2.08 -3.51 1.24
C 3.49 -0.89 1.63
C 4.85 -1.20 1.65
C 5.69 -0.59 2.57
C 5.17 0.31 3.50
C 3.81 0.60 3.50
C 2.97 0.02 2.55
As 1.07 0.52 2.48
C 0.34 -0.87 3.60
C 0.96 2.02 3.70
H 4.15 -1.43 -1.34
H 2.92 -2.54 -1.95
H 4.10 -3.12 -0.78
H 2.81 -3.57 2.05
H 2.29 -4.29 0.52
H 1.08 -3.64 1.63
H 5.26 -1.92 0.96
H 6.75 -0.81 2.56
H 5.82 0.78 4.22
H 3.42 1.28 4.24
H 0.54 -0.64 4.64
H 0.83 -1.80 3.34
H -0.73 -0.96 3.44
H 1.76 2.73 3.55
H 0.99 1.60 4.70
H 0.01 2.52 3.53
S -1.29 0.66 -1.15
C -0.68 2.13 -1.89
N -1.10 2.46 -3.11
N -0.62 3.54 -3.61
C -0.86 3.94 -4.92
C -1.59 3.14 -5.81
C -1.77 3.57 -7.10
C -1.24 4.80 -7.52
C -0.50 5.58 -6.64
C -0.30 5.15 -5.34
N 0.19 2.89 -1.19
N 0.69 2.32 -0.12
C 1.28 3.32 0.74
C 0.58 4.51 0.96
C 1.17 5.53 1.69
C 2.46 5.38 2.19
C 3.15 4.19 1.96
C 2.56 3.17 1.24
H -0.02 4.13 -3.03
H -2.01 2.20 -5.47
H -2.33 2.96 -7.80
H -1.40 5.14 -8.53
H -0.08 6.52 -6.96
H 0.27 5.76 -4.64
H -0.43 4.61 0.57
H 0.63 6.45 1.87
H 2.93 6.18 2.75
H 4.16 4.07 2.34
H 3.12 2.27 1.04
C 7.25 0.92 -5.42
C 5.94 0.72 -4.72
C 4.92 -0.05 -5.30
C 3.70 -0.22 -4.69
C 2.67 -1.10 -5.36
C 3.47 0.39 -3.42
C 2.20 0.21 -2.88
O 1.79 0.36 -1.68
C 4.52 1.16 -2.80
C 4.34 1.81 -1.46
C 5.70 1.32 -3.47
H 7.38 0.21 -6.23
H 8.08 0.82 -4.72
H 7.30 1.93 -5.83
H 5.11 -0.53 -6.25
H 3.09 -1.55 -6.26
H 1.78 -0.54 -5.65
H 2.35 -1.92 -4.71
H 1.43 -0.14 -3.55
H 4.22 1.04 -0.70
H 3.47 2.45 -1.45
H 5.21 2.41 -1.21
H 6.48 1.93 -3.02
C -5.68 2.63 1.64
C -5.66 2.40 3.16
C -6.59 3.41 3.86
C -6.22 0.99 3.40
Si -3.90 2.55 3.87
Br -2.49 1.63 2.23
C -3.26 4.35 3.97
C -3.72 5.17 2.75
C -1.73 4.45 4.00
C -3.81 5.01 5.25
C -3.53 1.44 5.38
C -3.64 -0.06 5.07
C -4.52 1.78 6.52
C -2.11 1.69 5.90
H -6.72 2.62 1.29
H -5.14 1.84 1.11
H -5.25 3.59 1.35
H -7.62 3.23 3.52
H -6.35 4.45 3.61
H -6.58 3.30 4.94
H -7.18 0.90 2.88
H -6.40 0.80 4.46
H -5.56 0.22 3.01
H -3.35 4.72 1.81
H -3.30 6.18 2.82
H -4.80 5.27 2.68
H -1.29 4.08 3.07
H -1.29 3.91 4.84
H -1.45 5.51 4.10
H -4.90 4.93 5.34
H -3.56 6.08 5.25
H -3.36 4.58 6.15
H -4.67 -0.37 4.87
H -3.30 -0.62 5.94
H -3.03 -0.35 4.21
H -5.56 1.60 6.23
H -4.44 2.83 6.84
H -4.31 1.15 7.39
H -1.36 1.48 5.13
H -1.92 1.02 6.75
H -1.97 2.71 6.26


No. 5
9
Properties=species:S:1:pos:R:3 method="wB97M-V/def2-TZVPD" e_above_lowest_kcal_mol=108.4 orbital_gap_ev="9.3 / 9.3" lumo_ev="0.82 / 0.82" homo_energy_ha="-0.312 / -0.311"
C -1.40 -0.21 0.18
N 2.23 0.25 -0.15
N 1.36 -0.46 0.26
N -0.21 0.62 0.39
H -1.42 -0.82 1.11
H -2.22 0.49 -0.10
H -1.57 -0.75 -0.77
H 3.08 -0.17 -0.47
H 0.15 1.05 -0.45


No. 6
94
Properties=species:S:1:pos:R:3 method="wB97M-V/def2-TZVPD" e_above_lowest_kcal_mol=0.0 orbital_gap_ev=9.1 lumo_ev=-0.95 homo_energy_ha=-0.370
O -3.67 3.59 -0.71
V -2.32 3.82 -1.46
O -2.15 5.28 -2.13
C -0.67 0.84 0.42
C -1.42 1.01 -0.89
O -1.15 2.12 -1.71
H 0.29 0.33 0.48
H -1.28 0.16 1.03
H -0.63 1.78 0.98
H -2.47 1.13 -0.55
H -1.39 0.09 -1.48
C -3.13 4.05 2.84
O -1.68 4.03 2.80
P -0.80 4.74 1.72
O -1.34 4.63 0.36
O -0.68 6.19 2.30
C -0.03 7.22 1.51
O 0.60 4.08 1.92
C 1.35 4.34 3.11
H -3.46 4.59 3.73
H -3.39 3.00 2.83
H -3.52 4.71 2.07
H 0.91 6.83 1.15
H 0.09 8.12 2.10
H -0.72 7.51 0.72
H 0.75 4.64 3.97
H 2.18 5.03 2.97
H 1.75 3.38 3.42
C 3.97 -2.50 1.61
O 3.66 -1.10 1.32
P 4.90 -0.16 1.02
O 5.83 0.06 2.12
O 5.60 -0.96 -0.16
C 6.84 -0.52 -0.73
O 4.28 1.11 0.32
C 3.38 1.89 1.09
H 5.02 -2.70 1.41
H 3.34 -3.14 1.00
H 3.71 -2.63 2.66
H 7.61 -0.40 0.02
H 6.65 0.45 -1.20
H 7.07 -1.15 -1.58
H 3.75 2.92 1.10
H 3.30 1.54 2.12
H 2.37 1.92 0.69
C 0.60 -6.14 2.81
O 0.55 -6.57 1.46
P 1.36 -5.78 0.34
O 2.70 -5.35 0.70
O 1.31 -6.77 -0.87
C 0.07 -7.27 -1.41
O 0.35 -4.65 -0.11
C 0.60 -3.26 0.07
H 0.81 -6.98 3.48
H -0.39 -5.83 3.16
H 1.32 -5.36 3.04
H -0.83 -6.86 -0.96
H 0.14 -8.36 -1.42
H 0.18 -7.05 -2.47
H 0.72 -2.96 1.11
H -0.08 -2.60 -0.47
H 1.56 -3.03 -0.39
Cl 1.22 -1.34 -2.66
C 2.07 0.21 -2.51
C 3.28 0.13 -3.46
Cl 4.47 1.40 -3.12
H 2.31 0.50 -1.49
H 1.45 1.02 -2.90
H 2.91 -0.03 -4.47
H 3.78 -0.81 -3.23
Cl -2.68 0.03 3.53
C -3.95 -1.20 3.68
C -4.52 -1.65 2.32
Cl -5.31 -3.21 2.54
H -4.75 -0.86 4.34
H -3.45 -2.06 4.11
H -3.74 -1.58 1.57
H -5.29 -0.93 2.05
Cl -3.36 -0.21 -5.51
C -1.90 0.49 -4.74
C -0.67 0.07 -5.50
Cl -0.57 0.94 -7.05
H -1.89 0.15 -3.71
H -2.05 1.57 -4.71
H -0.57 -1.00 -5.62
H 0.22 0.29 -4.91
Cl -6.82 0.43 -0.39
C -5.33 0.79 -1.30
C -4.87 -0.39 -2.15
Cl -4.41 -1.87 -1.31
H -4.62 0.97 -0.49
H -5.44 1.73 -1.83
H -4.02 -0.02 -2.71
H -5.78 -0.56 -2.72